Record 1
{"formula": "C26H41N3O2", "method": "the ωB97M-V functional and the def2-TZVPD basis", "elements": ["C", "H", "H", "H", "C", "N", "C", "O", "C", "H", "C", "C", "N", "C", "C", "H", "H", "H", "H", "C", "C", "H", "H", "C", "N", "C", "H", "C", "H", "H", "H", "C", "C", "C", "C", "C", "C", "C", "C", "H", "H", "H", "H", "H", "H", "H", "H", "H", "H", "H", "H", "H", "H", "H", "H", "C", "H", "H", "C", "C", "H", "C", "H", "C", "H", "O", "H", "H", "H", "H", "H", "H"], "positions_angstrom": [[-6.077, -2.861, 0.480], [-6.592, -2.459, 1.186], [-6.586, -3.415, -0.253], [-5.289, -3.494, 0.825], [-5.496, -1.918, -0.605], [-4.767, -0.935, 0.401], [-3.479, -1.117, 0.796], [-2.869, -0.248, 1.328], [-2.685, -2.042, -0.231], [-3.220, -3.007, -0.213], [-2.356, -1.367, -1.530], [-1.313, -0.401, -1.610], [0.016, -1.237, -1.034], [-0.238, -1.288, 0.510], [-1.338, -2.478, 0.439], [-1.018, -3.402, 0.220], [-1.491, -2.835, 1.672], [0.622, -1.805, 1.007], [-0.496, -0.391, 0.976], [1.165, -0.229, -1.064], [2.410, -1.129, -1.092], [2.267, -1.927, -1.461], [2.556, -1.324, 0.093], [3.625, -0.256, -1.237], [3.825, 1.114, -0.928], [2.709, 1.766, -0.817], [2.770, 2.476, -0.229], [1.385, 1.180, -0.398], [0.406, 1.632, -0.412], [1.441, 0.745, 0.769], [2.540, 2.133, -1.913], [4.267, 0.759, 0.557], [5.713, 0.228, 0.735], [5.860, -1.191, 1.258], [7.106, -1.706, 1.322], [8.258, -0.758, 0.817], [8.053, 0.294, 0.041], [6.769, 0.897, 0.438], [6.573, 2.278, -0.418], [6.243, 3.092, 0.436], [5.841, 2.142, -0.977], [7.358, 2.624, -0.706], [8.773, 0.773, -0.176], [9.154, -1.542, 0.827], [7.170, -2.553, 1.691], [5.196, -1.661, 1.687], [3.710, 0.054, 1.340], [4.459, 1.636, 1.169], [4.626, -0.799, -1.366], [3.484, 0.011, -2.425], [1.170, 0.052, -2.291], [-0.963, -0.132, -2.580], [-1.397, 0.436, -1.046], [-3.112, -1.227, -1.936], [-1.818, -2.477, -2.026], [-5.355, 0.386, 1.135], [-6.423, -0.060, 1.180], [-4.896, 0.621, 1.844], [-5.466, 1.548, -0.071], [-5.738, 2.750, 0.896], [-6.319, 3.349, -0.195], [-4.476, 3.335, 1.108], [-4.287, 3.194, 2.012], [-3.660, 2.522, 0.272], [-2.866, 3.083, -0.425], [-4.216, 1.643, -0.669], [-2.855, 1.838, 0.859], [-4.413, 4.533, 0.938], [-6.683, 2.515, 1.522], [-6.131, 1.244, -0.494], [-6.265, -1.024, -0.788], [-4.869, -2.185, -1.170]], "mulliken_charge": [-1.239, 0.432, 0.422, 0.318, -1.036, 0.377, 0.285, -0.615, 0.466, 0.624, -2.197, -0.934, -0.096, -0.374, -1.809, 0.601, 0.337, 0.328, 0.434, -0.217, -1.559, 1.547, -0.080, -1.188, 0.368, -2.036, 0.691, -0.131, 0.662, 0.152, 0.463, -0.824, 0.246, -1.547, -0.725, -0.237, -1.386, 1.645, -1.609, 0.242, 0.418, 0.688, 0.608, 0.214, 0.714, 0.761, 0.225, 0.569, 0.471, 0.362, 0.279, 0.711, 0.439, 1.554, 0.274, -2.462, 0.254, 1.524, -1.590, -0.411, 0.166, -0.837, 0.375, 0.061, 0.346, -0.434, 0.008, 0.212, 0.364, 2.237, 0.326, 0.776], "e_lumo_ha": 0.0237, "total_energy_ev": -36163.0624, "gap_ha": 0.3297, "homo_energy_ev": -8.3, "e_above_lowest_ev": 32.3657}

---

Record 2
{"formula": "C5H7N2O", "method": "the ωB97M-V functional and the def2-TZVPD basis", "elements": ["C", "N", "O", "C", "C", "C", "N", "C", "H", "H", "H", "H", "H", "H", "H"], "positions_angstrom": [[-0.645, -0.439, -2.107], [-0.878, 0.780, -2.529], [-0.623, 1.688, -1.564], [-0.140, 0.987, -0.560], [-0.162, -0.351, -0.835], [0.212, -1.181, 0.340], [0.640, -0.202, 1.385], [0.227, 1.189, 1.024], [-0.879, -1.264, -2.693], [-0.591, -1.720, 0.847], [0.871, -2.045, 0.091], [-0.056, -0.517, 2.165], [1.637, -0.378, 1.778], [1.094, 1.991, 1.186], [-0.708, 1.463, 1.471]], "mulliken_charge": [-0.810, -0.350, -0.162, 0.259, 0.687, -0.615, -0.134, -0.483, 0.489, 0.289, 0.375, 0.420, 0.403, 0.347, 0.284], "total_charge": 1, "e_lumo_ha": -0.1502, "total_energy_ev": -10315.7863, "gap_ha": 0.3605, "homo_energy_ev": -13.9, "e_above_lowest_ev": 2.8448}